1.
Computed, not measured: an isolated molecule of C11H21N5O5 at a distorted geometry, with ωB97M-V with the def2-TZVPD basis set.

Atoms and positions in Å:
H 2.0872 -3.5332 0.5834
N 1.7026 -4.3004 0.0092
C 0.7613 -4.8715 0.6908
N 0.1479 -6.0734 0.2963
N 0.1457 -4.3015 1.7524
C 0.5220 -3.0089 2.3026
C 0.0538 -1.7813 1.4698
C 1.1926 -0.7624 1.3825
C 1.1857 -0.0981 -0.0039
N -0.0451 0.5887 -0.3477
C -0.3087 1.7649 0.2122
O 0.4745 2.2251 1.0491
C -1.5473 2.5347 -0.3431
N -1.7915 3.7145 0.4959
C -1.3448 2.9134 -1.8211
C -0.3287 4.0898 -1.9546
C -0.9473 5.4848 -2.1153
O -0.6054 6.2259 -3.0262
O -1.7625 5.8359 -1.1169
C 1.2930 -1.1705 -1.0181
O 0.3959 -1.4759 -1.7649
O 2.4474 -1.8796 -0.9763
H 0.5058 -6.4498 -0.6148
H -0.9051 -5.9342 0.3377
H -0.1354 -4.9682 2.5213
H 1.6218 -2.9748 2.4209
H 0.1009 -2.9126 3.3093
H -0.8315 -1.3317 1.9447
H -0.2968 -2.0921 0.4748
H 2.1906 -1.2325 1.4511
H 1.0129 0.0133 2.1337
H 2.0159 0.5946 -0.1343
H -0.5818 0.2523 -1.1245
H -2.4159 1.8549 -0.3061
H -2.6494 3.6898 1.0671
H -1.0212 3.7525 1.1444
H -2.3170 3.2258 -2.2363
H -0.9766 2.0467 -2.3854
H 0.3051 4.1064 -1.0556
H 0.3183 3.8938 -2.8278
H -1.8817 5.0630 -0.4996
H 2.2130 -2.7184 -1.3767

Cartesian forces, eV/Å:
-0.2 -0.5 -0.5
-0.1 -0.4 0.9
0.5 0.2 -2.0
-1.0 0.4 -0.7
-1.4 -0.9 3.2
0.3 0.3 -0.2
0.0 -0.7 0.3
-0.4 0.5 -0.6
-0.2 0.5 -0.3
-0.1 0.0 0.4
0.6 1.0 0.2
-1.1 0.4 -0.2
-0.4 -0.8 0.4
-0.7 -0.2 0.2
0.2 0.8 0.2
0.1 -0.6 -0.6
1.2 0.4 -0.6
-0.9 -0.8 1.3
-0.1 0.4 -0.9
0.7 -1.4 -0.8
0.0 0.1 -0.2
-0.6 1.5 0.4
-0.6 0.7 1.3
2.0 -0.6 -0.3
0.3 0.9 -1.6
-0.3 0.1 0.1
0.1 -0.3 -0.2
0.3 -0.1 -0.1
0.3 -0.2 0.3
-0.5 0.3 0.4
0.6 -0.1 -0.1
0.2 0.1 0.3
-0.1 -0.4 -0.1
0.3 0.1 0.1
0.6 -0.4 -0.6
0.4 0.3 0.4
0.3 -0.3 0.1
-0.2 0.2 0.1
0.0 0.1 -0.2
-0.3 0.3 0.5
0.2 0.0 0.2
0.1 -0.9 -0.4

## Properties
- E_tot (hartree) = -1081.80613
- SMILES = [H]/N=C(/N)NCCC[C@H](NC(=O)[C@@H](N)CCC(=O)O)C(=O)O
- lowest unoccupied orbital energy (eV) = 0.3
- HOMO-LUMO gap (eV) = 9.93
- relative energy (zero: lowest compared OMol25 entry of this formula, charge and spin) (kcal per mole) = 16.0
- multiplicity = 1

***

2.
Computed, not measured: C11H22AgClF3InO3S as an isolated structure at a distorted geometry, with ωB97M-V with the def2-TZVPD basis set.

Atoms and positions in Å:
C 4.9376 -1.5834 1.0417
O 4.0181 -1.1198 0.0829
C 4.5420 -0.1985 -0.8589
C 3.5476 0.9283 -1.0522
C 2.1987 0.4531 -1.6183
C 1.0250 0.4736 -0.6228
C -0.2699 1.0951 -1.1618
In -2.0118 0.6369 0.0430
C -3.7732 -0.2029 -0.9322
C -3.5959 -1.6042 -1.5246
C -3.0210 -2.5690 -0.5041
Cl -3.2533 -4.2760 -1.0030
C -2.8789 2.6329 0.8086
F -4.1983 2.5185 1.3135
F -2.2671 3.4229 1.7032
F -3.1416 3.5764 -0.2808
S -1.3913 -0.4804 2.2133
C 0.0436 0.3365 2.9025
O -0.9928 -1.8746 2.0282
O -2.4899 -0.1797 3.1386
H 5.4762 -0.7542 1.5131
H 5.6696 -2.2692 0.5999
H 4.3679 -2.1147 1.8004
H 4.7012 -0.7263 -1.8073
H 5.5128 0.1859 -0.5300
H 3.3918 1.4027 -0.0802
H 4.0075 1.6800 -1.6984
H 2.3239 -0.5672 -1.9878
H 1.9301 1.0608 -2.4856
H 1.3265 1.0352 0.2659
H 0.8348 -0.5438 -0.2701
H -0.1559 2.1815 -1.2248
H -0.4599 0.7493 -2.1824
H -4.0217 0.4928 -1.7452
H -4.6218 -0.2045 -0.2413
H -2.9334 -1.5541 -2.3915
H -4.5447 -2.0105 -1.8827
H -1.9486 -2.4490 -0.3667
H -3.4904 -2.4639 0.4712
H -0.0142 1.4044 2.6942
H 0.0005 0.1602 3.9766
H 0.9382 -0.0942 2.4616
Ag -5.3178 3.4130 -0.6056

Cartesian forces, eV/Å:
0.0 0.0 -0.1
-0.1 0.1 0.2
0.0 -0.2 -0.1
0.1 0.0 0.0
0.0 0.0 -0.1
-0.1 0.0 0.1
0.2 0.0 0.0
0.2 -0.1 -0.4
-0.2 0.0 0.1
0.0 0.0 0.0
0.1 -0.1 0.0
0.0 0.0 -0.1
-0.1 0.7 0.7
0.2 0.0 -0.1
-0.1 -0.4 -0.3
0.5 -0.1 -0.1
-0.2 0.2 -0.1
0.1 0.0 0.0
-0.1 0.0 0.1
0.1 -0.1 0.0
0.0 0.0 0.0
0.0 0.0 0.0
0.0 0.0 0.0
0.1 0.0 0.0
0.0 0.0 0.1
0.0 0.1 0.0
0.0 0.0 -0.1
0.0 0.0 -0.1
0.0 0.1 0.0
0.0 0.0 0.0
0.1 0.0 0.0
0.0 0.0 -0.1
0.0 -0.1 0.0
0.0 0.0 0.0
0.0 0.0 0.1
0.0 -0.1 0.0
-0.1 0.1 0.0
0.0 0.1 0.1
-0.1 0.0 0.0
0.0 0.0 0.1
0.0 0.0 0.0
0.0 0.0 0.0
-0.4 -0.2 0.0

## Properties
- E_tot (hartree) = -2152.95768
- lowest unoccupied orbital energy (eV) = -3.1
- HOMO-LUMO gap (eV) = 4.88
- multiplicity = 1

***

3.
Computed, not measured: a 7-piece molecular cluster, C11H22Br8Cl6 overall at a distorted geometry, with ωB97M-V with the def2-TZVPD basis set.

Atoms and positions in Å:
Br 3.0089 0.8214 2.9898
C 4.4106 -0.1639 2.0368
C 5.7330 0.0946 2.6888
Br 7.1270 -0.7559 1.6140
H 4.4476 -0.0406 0.9545
H 4.1485 -1.2219 2.0305
H 5.8355 -0.3846 3.6624
H 5.9477 1.1630 2.7126
Br -0.7756 0.6648 -1.4140
C -0.3401 -1.1160 -0.5795
C 0.8201 -0.8465 0.4038
Br 1.1722 -2.5741 1.2994
H 0.0165 -1.8329 -1.3191
H -1.2040 -1.5235 -0.0543
H 0.5599 -0.1338 1.1863
H 1.7360 -0.4972 -0.0729
Br 1.7051 5.9593 -1.8445
C -0.3570 5.7351 -2.2039
C -1.0942 4.6405 -1.2841
Br -3.0729 5.0070 -1.4642
H -0.4480 5.4768 -3.2589
H -0.7675 6.7367 -2.0758
H -0.7002 4.7691 -0.2759
H -0.8178 3.6146 -1.5276
Br -4.0558 -4.0909 -3.3878
C -3.2396 -4.0899 -1.5558
C -4.1252 -3.6959 -0.3574
Br -5.7246 -4.8826 -0.1795
H -2.3621 -3.4518 -1.4516
H -2.8715 -5.0873 -1.3154
H -4.4205 -2.6722 -0.5877
H -3.5804 -3.7182 0.5864
Cl -2.3732 3.8956 -4.6863
C -2.9929 2.2632 -4.1951
Cl -3.0270 1.0227 -5.6015
H -2.4439 1.9260 -3.3159
H -4.0029 2.4765 -3.8452
Cl 2.9275 -3.5586 4.0299
C 3.4733 -4.6537 2.6810
Cl 5.2730 -4.6076 2.5999
H 3.1563 -5.6903 2.7956
H 2.9222 -4.3089 1.8061
Cl -3.2148 1.4209 1.2843
C -1.8830 1.9964 2.3980
Cl -1.1066 0.6727 3.1496
H -1.1363 2.5397 1.8188
H -2.2836 2.7019 3.1259

Cartesian forces, eV/Å:
0.3 -0.2 -0.5
-0.2 -1.2 -0.4
0.3 0.0 0.0
0.0 0.1 0.0
-0.2 1.2 0.1
-0.1 -0.1 0.9
-0.2 0.3 0.0
0.1 -0.2 0.2
0.2 -1.2 0.3
1.2 0.7 0.6
-0.7 -0.2 -0.1
-0.2 0.8 -0.4
-0.3 0.4 -0.3
-0.1 0.4 -0.2
-0.1 -0.3 -0.1
-0.1 -0.3 -0.1
-2.1 -0.5 -0.2
0.1 -1.0 0.5
1.3 1.8 -0.8
1.5 -0.5 0.5
0.3 -0.1 0.2
0.2 -0.2 0.4
-0.8 0.3 0.2
-0.5 0.1 -0.6
0.7 0.2 1.6
0.0 -0.9 1.3
-0.6 0.2 -1.6
0.9 0.8 0.0
-0.1 0.3 -0.8
-0.1 -0.2 -0.7
-0.7 -0.1 0.5
0.0 -0.2 -0.2
0.0 -1.1 -0.2
-0.4 0.3 -0.7
0.2 1.5 1.8
0.4 -0.3 -0.7
0.0 -0.4 -0.5
0.2 -0.9 -0.5
0.0 0.2 0.5
-1.1 0.0 -0.4
0.2 0.2 0.7
1.0 0.3 -0.2
0.7 0.5 0.7
-0.7 1.0 -1.1
0.5 -0.9 0.8
-0.3 -0.2 -0.3
-0.3 -0.4 0.0

## Properties
- E_tot (hartree) = -23785.53063
- SMILES = BrCCBr.BrCCBr.BrCCBr.BrCCBr.ClCCl.ClCCl.ClCCl
- lowest unoccupied orbital energy (eV) = 0.0
- HOMO-LUMO gap (eV) = 10.31
- relative energy (zero: lowest compared OMol25 entry of this formula, charge and spin) (kcal per mole) = 42.2
- multiplicity = 1

***

4.
Computed, not measured: C11H22Cl2GaO as an isolated structure at a distorted geometry, with ωB97M-V with the def2-TZVPD basis set.

Atoms and positions in Å:
Ga -0.1261 -0.6611 -1.2037
Cl 1.4706 0.8191 -1.0334
Cl -2.2454 -0.1709 -1.5179
C 0.2889 -1.9837 -2.3029
H -0.5099 -2.6341 -2.6636
H 1.2339 -2.0040 -2.8431
C -0.0863 -1.8838 0.4810
C 0.6075 -2.4773 -0.5687
H -1.1669 -2.0727 0.5553
C 2.1569 -2.5747 -0.4086
H 0.2212 -3.4987 -0.7323
C 2.5016 -3.0480 0.9997
H 2.5456 -3.2616 -1.1689
H 2.5960 -1.5847 -0.5971
C 1.9798 -2.0813 2.0591
H 2.0553 -4.0370 1.1576
H 3.5845 -3.1672 1.1031
C 0.5428 -1.5567 1.8151
H 2.0163 -2.5667 3.0414
H 2.6528 -1.2169 2.1156
H -0.1069 -1.9519 2.6109
H 0.5390 -0.4648 1.9599
C -1.9507 3.1556 1.9134
C -2.1436 2.2450 0.7114
O -0.9697 2.1495 -0.0931
C -0.7181 3.2465 -0.9758
C -1.1918 3.0007 -2.3934
H -1.0059 2.9481 2.4258
H -2.7713 2.9925 2.6140
H -1.9686 4.2068 1.6082
H -2.3306 1.2108 1.0276
H -3.0043 2.5824 0.1047
H -1.1679 4.1720 -0.5763
H 0.3747 3.3108 -0.9706
H -2.2422 2.6978 -2.4242
H -1.0803 3.9303 -2.9580
H -0.5805 2.2301 -2.8723

Cartesian forces, eV/Å:
-1.9 4.4 2.3
1.0 0.7 -0.1
-1.4 0.3 -0.3
1.4 -2.7 -0.3
0.4 0.1 -0.1
-0.2 -0.3 0.0
-2.4 3.6 1.6
2.9 -6.3 -3.9
0.5 -0.5 0.0
-0.8 0.2 0.0
0.6 -0.4 0.1
-0.1 0.0 -0.1
-0.1 0.1 0.1
0.0 -0.2 0.1
0.0 0.3 0.1
0.0 0.0 0.0
0.0 0.0 0.1
0.0 0.3 0.4
0.1 0.1 -0.1
0.0 -0.1 -0.1
0.1 0.0 -0.1
0.1 -0.2 0.2
-0.1 0.1 -0.1
0.4 -0.3 -0.5
-0.5 0.7 0.3
0.1 -0.4 0.6
-0.1 0.0 -0.1
-0.1 0.0 -0.1
0.0 0.1 0.1
0.1 -0.1 0.1
-0.1 0.3 -0.1
0.2 -0.2 0.2
0.2 -0.2 0.0
-0.2 0.4 0.0
0.1 0.0 0.0
0.0 0.0 -0.1
-0.2 0.0 0.1

## Properties
- E_tot (hartree) = -3352.75919
- lowest unoccupied orbital energy (eV) = 3.4
- HOMO-LUMO gap (eV) = 6.17
- relative energy (zero: lowest compared OMol25 entry of this formula, charge and spin) (kcal per mole) = 0.0
- multiplicity = 1
- total charge = -1

***

5.
Computed, not measured: C11H22Cl2OTi as an isolated structure at a distorted geometry, with ωB97M-V with the def2-TZVPD basis set.

Atoms and positions in Å:
Ti 1.0207 0.0466 -0.1936
Cl -0.4072 -1.6924 -0.1994
Cl 1.6093 2.0503 0.7033
C 2.6518 -0.8036 -0.0810
H 3.4887 -0.0915 -0.3560
H 2.8205 -1.6320 -0.8202
C -0.5225 1.4247 -1.5828
C 0.6164 0.9115 -2.0438
H -0.4955 2.2931 -0.9147
C 0.6010 -0.3396 -2.9337
H 1.6181 1.2956 -1.8076
C -0.5385 -0.2383 -3.9346
H 1.5785 -0.4996 -3.4037
H 0.4126 -1.2191 -2.2778
C -1.8662 -0.0546 -3.2090
H -0.3432 0.6375 -4.5567
H -0.5760 -1.0994 -4.6054
C -1.8627 1.0281 -2.0883
H -2.6416 0.2020 -3.9354
H -2.1649 -1.0030 -2.7439
H -2.4547 1.8893 -2.4392
H -2.4631 0.6638 -1.2544
C 2.1145 -1.1442 2.6562
C 0.6314 -1.0213 2.9134
O 0.0437 -0.0153 2.0431
C -0.8046 0.9213 2.7513
C -1.9735 0.2724 3.4661
H 2.3763 -1.5231 1.6337
H 2.5422 -1.8612 3.3626
H 2.6117 -0.1729 2.7695
H 0.1046 -1.9562 2.6749
H 0.4428 -0.7457 3.9659
H -0.1827 1.4640 3.4769
H -1.1488 1.6304 1.9954
H -1.6502 -0.3922 4.2736
H -2.5789 1.0603 3.9229
H -2.6099 -0.2854 2.7724

Cartesian forces, eV/Å:
-0.8 0.2 2.0
-1.3 -1.6 0.1
0.6 1.5 0.6
2.3 0.0 -3.4
-0.5 -0.3 0.8
-0.3 0.0 0.7
-1.9 2.0 1.0
2.7 -1.9 -2.0
0.0 -0.2 -0.4
0.0 -0.2 0.2
-0.3 0.5 -0.5
0.1 0.4 0.0
-0.2 0.2 0.0
0.2 0.4 -0.9
-0.3 -0.1 0.4
0.0 0.1 -0.2
0.0 -0.1 0.1
-0.7 -0.4 -0.4
-0.1 -0.1 0.0
0.2 0.1 -0.2
0.4 0.1 0.0
-0.1 -0.2 0.1
0.4 -0.7 0.3
-0.2 0.2 -0.4
-0.5 0.2 1.3
0.8 -0.4 -0.4
-0.2 0.0 0.0
-0.5 0.5 1.1
0.0 0.1 0.4
-0.1 -0.2 0.0
0.1 0.1 0.3
0.0 0.0 -0.4
0.0 0.1 -0.1
0.1 -0.1 0.1
-0.1 0.0 -0.2
0.0 0.0 0.0
0.1 0.0 0.1

## Properties
- E_tot (hartree) = -2277.40294
- lowest unoccupied orbital energy (spin up / spin down) (eV) = 3.2 / 3.2
- HOMO-LUMO gap (spin up / spin down) (eV) = 4.84 / 6.22
- relative energy (zero: lowest compared OMol25 entry of this formula, charge and spin) (kcal per mole) = 25.1
- multiplicity = 2
- total charge = -1

***

6.
Computed, not measured: an isolated ion of composition C11H22N3O and charge +1 at a distorted geometry, with ωB97M-V with the def2-TZVPD basis set.

Atoms and positions in Å:
C 5.1020 1.2209 -0.0911
C 3.7189 0.7033 -0.6518
C 2.7263 0.2136 0.4100
C 1.5633 -0.4651 -0.2790
C 0.3975 -1.0245 0.6523
C -0.1831 0.1731 1.3507
N -1.3683 0.5866 0.9553
C -1.7481 0.2504 -0.3677
O -1.2091 1.0247 -1.3057
N -3.3017 0.5992 -0.3106
C -3.9561 -0.1435 0.8638
C -3.5921 2.0398 -0.3069
N -1.6387 -1.1334 -0.7287
C -0.5972 -1.7276 -0.2039
C -0.4297 -3.1872 -0.4053
H 4.9579 2.1680 0.4078
H 5.8510 1.2547 -0.9120
H 5.3638 0.5627 0.6737
H 3.8541 -0.0815 -1.3042
H 3.1700 1.3918 -1.1714
H 3.3181 -0.4793 1.0605
H 2.4644 1.0551 0.9844
H 1.8506 -1.3899 -0.6478
H 1.1461 0.2340 -0.9510
H 0.8342 -1.7519 1.3657
H 0.1662 0.3819 2.3282
H -0.6508 1.7511 -0.9361
H -3.5000 0.1094 -1.2607
H -3.4152 0.1983 1.6502
H -4.9662 0.0870 0.9637
H -3.8840 -1.2138 0.8902
H -3.4001 2.7016 0.6434
H -2.9383 2.4505 -0.9944
H -4.5274 2.1584 -0.7172
H -0.0248 -3.7063 0.3526
H 0.1949 -3.3402 -1.3583
H -1.3482 -3.6720 -0.6485

Cartesian forces, eV/Å:
-1.9 0.2 -1.9
1.2 0.0 2.7
1.9 -1.5 0.1
-0.5 -0.2 2.6
1.1 1.4 0.2
-4.1 -2.2 -1.4
3.7 1.3 1.5
-0.6 -0.8 2.0
1.3 1.7 -1.2
0.2 -3.3 -1.1
0.4 -0.4 -2.3
1.4 0.8 2.2
1.0 -0.7 1.0
-2.2 0.7 -0.3
-0.2 1.3 -4.5
0.2 0.5 -0.2
-0.4 0.1 0.8
1.0 -1.3 1.1
0.7 -1.9 -1.6
-0.9 2.4 -1.7
-0.8 0.3 -0.2
-0.7 1.0 1.0
1.2 -1.2 -1.9
-0.5 0.2 -1.3
-0.1 0.6 -0.2
0.4 0.8 0.8
-0.8 -0.7 -0.2
-0.6 1.3 1.8
1.2 1.1 2.6
-1.7 0.8 -0.2
0.4 -0.5 -0.9
-0.6 -2.2 -1.3
1.3 0.9 -1.6
-2.4 0.4 -0.4
1.8 -1.5 2.8
-0.5 0.2 1.4
-0.9 0.0 -0.2

## Properties
- E_tot (hartree) = -671.52413
- SMILES = CCCC[C@H]1C=N[C@](O)([NH+](C)C)N=C1C
- lowest unoccupied orbital energy (eV) = -3.1
- HOMO-LUMO gap (eV) = 10.36
- relative energy (zero: lowest compared OMol25 entry of this formula, charge and spin) (kcal per mole) = 22.7
- multiplicity = 1
- total charge = +1

***

Please write out number 3 again, unchanged.
Computed, not measured: a 7-piece molecular cluster, C11H22Br8Cl6 overall at a distorted geometry, with ωB97M-V with the def2-TZVPD basis set.

Atoms and positions in Å:
Br 3.0089 0.8214 2.9898
C 4.4106 -0.1639 2.0368
C 5.7330 0.0946 2.6888
Br 7.1270 -0.7559 1.6140
H 4.4476 -0.0406 0.9545
H 4.1485 -1.2219 2.0305
H 5.8355 -0.3846 3.6624
H 5.9477 1.1630 2.7126
Br -0.7756 0.6648 -1.4140
C -0.3401 -1.1160 -0.5795
C 0.8201 -0.8465 0.4038
Br 1.1722 -2.5741 1.2994
H 0.0165 -1.8329 -1.3191
H -1.2040 -1.5235 -0.0543
H 0.5599 -0.1338 1.1863
H 1.7360 -0.4972 -0.0729
Br 1.7051 5.9593 -1.8445
C -0.3570 5.7351 -2.2039
C -1.0942 4.6405 -1.2841
Br -3.0729 5.0070 -1.4642
H -0.4480 5.4768 -3.2589
H -0.7675 6.7367 -2.0758
H -0.7002 4.7691 -0.2759
H -0.8178 3.6146 -1.5276
Br -4.0558 -4.0909 -3.3878
C -3.2396 -4.0899 -1.5558
C -4.1252 -3.6959 -0.3574
Br -5.7246 -4.8826 -0.1795
H -2.3621 -3.4518 -1.4516
H -2.8715 -5.0873 -1.3154
H -4.4205 -2.6722 -0.5877
H -3.5804 -3.7182 0.5864
Cl -2.3732 3.8956 -4.6863
C -2.9929 2.2632 -4.1951
Cl -3.0270 1.0227 -5.6015
H -2.4439 1.9260 -3.3159
H -4.0029 2.4765 -3.8452
Cl 2.9275 -3.5586 4.0299
C 3.4733 -4.6537 2.6810
Cl 5.2730 -4.6076 2.5999
H 3.1563 -5.6903 2.7956
H 2.9222 -4.3089 1.8061
Cl -3.2148 1.4209 1.2843
C -1.8830 1.9964 2.3980
Cl -1.1066 0.6727 3.1496
H -1.1363 2.5397 1.8188
H -2.2836 2.7019 3.1259

Cartesian forces, eV/Å:
0.3 -0.2 -0.5
-0.2 -1.2 -0.4
0.3 0.0 0.0
0.0 0.1 0.0
-0.2 1.2 0.1
-0.1 -0.1 0.9
-0.2 0.3 0.0
0.1 -0.2 0.2
0.2 -1.2 0.3
1.2 0.7 0.6
-0.7 -0.2 -0.1
-0.2 0.8 -0.4
-0.3 0.4 -0.3
-0.1 0.4 -0.2
-0.1 -0.3 -0.1
-0.1 -0.3 -0.1
-2.1 -0.5 -0.2
0.1 -1.0 0.5
1.3 1.8 -0.8
1.5 -0.5 0.5
0.3 -0.1 0.2
0.2 -0.2 0.4
-0.8 0.3 0.2
-0.5 0.1 -0.6
0.7 0.2 1.6
0.0 -0.9 1.3
-0.6 0.2 -1.6
0.9 0.8 0.0
-0.1 0.3 -0.8
-0.1 -0.2 -0.7
-0.7 -0.1 0.5
0.0 -0.2 -0.2
0.0 -1.1 -0.2
-0.4 0.3 -0.7
0.2 1.5 1.8
0.4 -0.3 -0.7
0.0 -0.4 -0.5
0.2 -0.9 -0.5
0.0 0.2 0.5
-1.1 0.0 -0.4
0.2 0.2 0.7
1.0 0.3 -0.2
0.7 0.5 0.7
-0.7 1.0 -1.1
0.5 -0.9 0.8
-0.3 -0.2 -0.3
-0.3 -0.4 0.0

## Properties
- E_tot (hartree) = -23785.53063
- SMILES = BrCCBr.BrCCBr.BrCCBr.BrCCBr.ClCCl.ClCCl.ClCCl
- lowest unoccupied orbital energy (eV) = 0.0
- HOMO-LUMO gap (eV) = 10.31
- relative energy (zero: lowest compared OMol25 entry of this formula, charge and spin) (kcal per mole) = 42.2
- multiplicity = 1